[1]
The following is a quantum chemistry calculation of a molecular structure, CBrClFIO2S at a distorted geometry, from OMol25.

Values from the calculation:
Total charge: 0
Orbital gap, hartree: 0.30635
2S+1: 1

Structure (XYZ):
```
8
Properties=species:S:1:pos:R:3:nbo_charge:R:1
C -0.493 -0.811 -0.259 0.00
O 0.538 0.605 1.806 -0.87
O 0.113 1.900 -0.342 -0.87
F -0.244 -0.903 -1.557 -0.32
S 0.484 0.707 0.366 1.94
Cl -0.278 -2.180 0.635 0.16
Br 2.569 0.497 -0.386 -0.14
I -2.689 0.185 -0.264 0.09
```



[2]
The following is a quantum chemistry calculation of 2 unconnected molecules or ions with the total composition CBrClOS at a distorted geometry, from OMol25.

Values from the calculation:
Total charge: 0
Orbital gap, hartree: 0.31817
2S+1: 1

Structure (XYZ):
```
5
Properties=species:S:1:pos:R:3:nbo_charge:R:1
C 2.565 -0.378 -0.414 0.50
O 3.571 -0.356 -0.934 -0.50
S -1.567 -0.418 0.631 0.16
Cl -1.022 1.455 0.912 -0.12
Br -3.546 -0.304 -0.195 -0.04
```



[3]
The following is a quantum chemistry calculation of 2 unconnected molecules or ions with the total composition CBrF2N3O4 at a distorted geometry, from OMol25.

Values from the calculation:
Total charge: 0
Orbital gap (alpha / beta), hartree: 0.30254 / 0.31740
2S+1: 1

Structure (XYZ):
```
11
Properties=species:S:1:pos:R:3:nbo_charge:R:1
C 0.085 0.607 -0.283 0.05
N 1.278 0.109 -0.915 0.42
N -1.425 0.435 -0.759 0.53
N -0.069 -1.445 1.186 0.44
O 1.043 -0.549 -1.922 -0.33
O 2.315 0.459 -0.392 -0.34
O -2.059 1.288 -0.313 -0.32
O -1.673 -0.457 -1.486 -0.31
F 1.052 -1.785 1.844 -0.19
F -0.713 -0.741 2.185 -0.23
Br 0.163 2.079 0.856 0.26
```



In order of appearance, ΔE to the lowest compared entry with this formula, charge and spin = 0.0, 9.0, 59.4 kcal per mole.